{
  "formula": "C9H15F6NO2PS2Y",
  "method": "the ωB97M-V functional and the def2-TZVPD basis",
  "lumo_ev": [-2.97, -4.78],
  "relative_energy_kcal_mol": 5.7,
  "total_charge": 1,
  "largest_force_ha_per_bohr": 0.0172,
  "multiplicity": 2,
  "symbols": ["Y", "C", "C", "S", "C", "C", "S", "H", "H", "H", "H", "H", "H", "O", "C", "O", "C", "N", "C", "C", "C", "H", "H", "H", "H", "H", "H", "H", "H", "H", "F", "P", "F", "F", "F", "F", "F"],
  "positions_angstrom": [[-0.972, 0.187, 0.814], [-1.015, 2.865, 4.829], [-0.870, 2.365, 3.419], [-2.088, 1.285, 2.904], [0.205, 2.807, 2.628], [1.181, 3.827, 3.138], [0.524, 2.276, 1.037], [-1.860, 2.392, 5.317], [-1.164, 3.947, 4.846], [-0.112, 2.647, 5.403], [0.977, 4.154, 4.153], [1.167, 4.696, 2.478], [2.191, 3.418, 3.094], [-2.006, -0.875, -0.934], [-1.200, -0.400, -1.755], [-0.445, 0.580, -1.473], [-1.024, -1.041, -3.134], [0.032, -0.251, -3.868], [1.216, -1.152, -4.079], [0.591, -2.538, -4.137], [-0.471, -2.476, -3.035], [-1.969, -1.008, -3.672], [0.252, 0.527, -3.214], [-0.311, 0.120, -4.750], [1.867, -1.053, -3.212], [1.760, -0.860, -4.972], [1.323, -3.324, -3.969], [0.129, -2.706, -5.112], [-0.016, -2.638, -2.057], [-1.259, -3.212, -3.166], [-1.138, -1.872, 1.707], [0.543, -2.189, 1.845], [0.625, -1.365, 0.295], [0.332, -3.521, 1.065], [0.584, -0.605, 2.439], [2.097, -2.249, 1.858], [0.322, -2.759, 3.268]],
  "forces_ev_per_a": [[-0.083, 0.004, -0.150], [0.029, 0.003, 0.020], [-0.284, -0.137, 0.042], [-0.183, 0.473, 0.435], [0.254, -0.034, -0.304], [-0.014, -0.006, 0.072], [0.233, 0.827, 0.212], [-0.006, 0.003, 0.013], [0.010, -0.001, -0.008], [-0.027, 0.016, 0.019], [0.011, 0.006, -0.031], [-0.002, 0.017, 0.015], [-0.003, 0.007, 0.027], [-0.436, -0.259, -0.297], [0.345, 0.333, -0.520], [-0.121, -0.115, -0.243], [-0.224, -0.268, 0.391], [-0.032, 0.247, 0.413], [0.221, -0.401, -0.078], [-0.122, 0.064, 0.051], [0.105, -0.028, -0.080], [0.039, 0.093, -0.093], [0.023, -0.010, -0.257], [-0.048, 0.041, 0.001], [-0.048, 0.081, 0.021], [-0.045, 0.106, 0.006], [0.024, 0.027, -0.004], [0.020, -0.007, -0.010], [-0.021, 0.010, 0.005], [-0.030, 0.023, 0.037], [0.238, -0.411, 0.066], [0.102, 0.620, -0.037], [0.009, -0.359, 0.385], [0.033, -0.155, 0.045], [-0.054, -0.542, -0.229], [0.045, -0.125, 0.021], [0.040, -0.145, 0.044]],
  "nbo_charge": [1.9490, -0.6735, -0.0815, -0.1696, -0.0818, -0.6760, -0.1782, 0.2462, 0.2419, 0.2412, 0.2295, 0.2502, 0.2506, -0.7091, 0.7762, -0.7592, -0.1588, -0.5171, -0.2260, -0.4194, -0.4097, 0.2580, 0.4789, 0.4386, 0.2329, 0.2417, 0.2592, 0.2209, 0.2420, 0.2585, -0.5855, 2.6212, -0.6093, -0.5402, -0.5733, -0.5366, -0.5319]
}

***

{
  "formula": "C9H15F7N3O7RhS2",
  "method": "the ωB97M-V functional and the def2-TZVPD basis",
  "lumo_ev": -0.37,
  "relative_energy_kcal_mol": 8.5,
  "total_charge": 0,
  "largest_force_ha_per_bohr": 0.0097,
  "multiplicity": 1,
  "symbols": ["Rh", "N", "C", "C", "C", "O", "O", "H", "H", "H", "H", "H", "H", "F", "C", "F", "F", "S", "O", "O", "N", "S", "O", "O", "C", "F", "F", "F", "C", "N", "C", "C", "C", "O", "H", "H", "H", "H", "H", "H", "H", "H", "H", "F"],
  "positions_angstrom": [[-0.396, -0.068, -0.399], [1.486, -0.988, -0.324], [2.012, -1.403, 0.997], [0.874, -1.901, 1.880], [0.036, -0.721, 2.362], [0.183, -0.271, 3.483], [-0.811, -0.198, 1.516], [1.409, -1.818, -0.918], [2.139, -0.369, -0.797], [2.497, -0.545, 1.464], [2.766, -2.180, 0.859], [1.280, -2.398, 2.758], [0.259, -2.609, 1.320], [-1.720, -4.735, -3.378], [-2.048, -3.959, -2.355], [-3.239, -3.425, -2.561], [-2.070, -4.682, -1.241], [-0.779, -2.638, -2.156], [-1.263, -1.901, -0.981], [0.490, -3.285, -1.968], [-0.934, -1.891, -3.519], [-0.577, -0.364, -3.662], [0.079, 0.140, -2.450], [0.093, -0.051, -4.873], [-2.259, 0.406, -3.814], [-3.098, -0.084, -2.928], [-2.156, 1.721, -3.690], [-2.710, 0.113, -5.032], [0.875, 3.183, 3.330], [1.158, 2.559, 2.041], [2.555, 2.292, 1.739], [0.178, 2.211, 1.222], [-1.216, 2.601, 1.585], [0.485, 1.657, 0.111], [1.821, 3.358, 3.835], [0.271, 2.513, 3.942], [0.365, 4.136, 3.205], [2.977, 1.646, 2.510], [3.111, 3.230, 1.721], [2.630, 1.817, 0.767], [-1.269, 3.692, 1.638], [-1.482, 2.188, 2.557], [-1.897, 2.220, 0.832], [-2.103, 0.801, -0.625]],
  "forces_ev_per_a": [[-0.114, -0.179, -0.230], [0.007, -0.082, 0.007], [-0.038, 0.000, 0.033], [0.006, 0.081, 0.013], [0.078, -0.058, -0.080], [0.010, -0.016, 0.107], [0.002, -0.117, -0.018], [0.046, 0.056, 0.089], [-0.024, 0.041, 0.047], [-0.016, -0.018, -0.016], [0.001, 0.003, 0.018], [0.012, 0.000, -0.012], [-0.015, 0.005, 0.010], [0.010, 0.028, 0.013], [-0.024, -0.031, 0.019], [0.020, 0.016, 0.003], [0.019, 0.011, -0.004], [-0.029, -0.152, -0.293], [-0.178, 0.190, 0.277], [0.028, -0.049, -0.031], [0.056, -0.003, 0.147], [-0.006, -0.217, -0.111], [-0.086, 0.483, 0.078], [-0.014, -0.051, -0.043], [-0.047, 0.037, -0.032], [0.019, -0.009, 0.067], [0.017, -0.021, 0.064], [0.034, 0.027, -0.076], [-0.005, -0.021, 0.031], [-0.058, 0.052, -0.021], [0.006, -0.032, 0.019], [0.148, 0.135, -0.174], [-0.017, -0.089, -0.018], [0.153, 0.022, 0.194], [-0.001, 0.013, 0.005], [0.015, 0.010, 0.010], [-0.004, -0.003, 0.010], [0.002, -0.001, -0.009], [0.001, -0.007, 0.001], [0.007, 0.016, 0.001], [-0.009, -0.009, -0.014], [0.003, 0.000, -0.010], [-0.022, -0.027, -0.037], [0.006, -0.035, -0.034]],
  "nbo_charge": [1.3847, -0.7667, -0.2116, -0.5369, 0.7854, -0.6388, -0.6748, 0.4178, 0.3986, 0.2010, 0.2046, 0.2435, 0.2314, -0.2937, 0.7575, -0.2896, -0.2985, 2.2371, -0.9117, -0.9274, -1.2072, 2.2571, -0.9516, -0.8728, 0.7503, -0.2835, -0.2947, -0.3043, -0.4177, -0.3772, -0.4185, 0.7653, -0.7337, -0.6679, 0.2158, 0.2404, 0.2109, 0.2101, 0.2111, 0.2325, 0.2278, 0.2581, 0.2999, -0.6619]
}

***

{
  "formula": "C9H15N",
  "method": "the ωB97M-V functional and the def2-TZVPD basis",
  "lumo_ev": 0.82,
  "relative_energy_kcal_mol": 28.9,
  "total_charge": 0,
  "largest_force_ha_per_bohr": 0.0139,
  "multiplicity": 1,
  "symbols": ["C", "C", "C", "C", "C", "C", "C", "C", "C", "N", "H", "H", "H", "H", "H", "H", "H", "H", "H", "H", "H", "H", "H", "H", "H"],
  "positions_angstrom": [[-0.578, 1.308, 0.000], [-1.250, 0.139, -0.003], [0.729, 0.651, 0.002], [0.009, -0.729, 0.002], [-0.947, 2.744, 0.002], [-2.674, -0.258, -0.009], [0.197, -1.564, -1.259], [0.192, -1.559, 1.267], [3.057, 0.280, -0.005], [1.893, 1.115, -0.002], [-0.688, 3.192, 0.961], [-2.013, 2.872, -0.173], [-0.386, 3.269, -0.769], [-2.888, -0.882, -0.877], [-3.320, 0.617, -0.033], [-2.905, -0.843, 0.883], [1.176, -2.038, -1.271], [0.106, -0.937, -2.144], [-0.560, -2.345, -1.307], [1.176, -2.023, 1.290], [-0.558, -2.349, 1.308], [0.085, -0.932, 2.150], [3.652, 0.539, -0.882], [2.847, -0.794, -0.013], [3.647, 0.525, 0.881]],
  "forces_ev_per_a": [[-0.511, 0.064, 0.000], [0.496, 0.361, -0.008], [-0.080, -0.387, 0.001], [0.157, -0.338, 0.000], [0.003, -0.125, 0.015], [0.110, 0.063, -0.005], [0.008, 0.168, 0.138], [0.008, 0.165, -0.139], [0.052, -0.213, -0.004], [-0.195, 0.688, 0.007], [-0.001, 0.098, 0.020], [-0.048, 0.085, -0.002], [-0.007, 0.097, -0.031], [-0.081, -0.049, -0.034], [-0.107, 0.003, -0.001], [-0.083, -0.051, 0.038], [0.077, -0.083, -0.027], [-0.008, 0.007, -0.108], [-0.052, -0.110, -0.041], [0.078, -0.084, 0.027], [-0.053, -0.109, 0.041], [-0.009, 0.009, 0.110], [0.101, -0.105, 0.054], [0.043, -0.055, 0.000], [0.102, -0.099, -0.053]],
  "nbo_charge": [-0.0510, 0.0889, 0.3028, -0.1193, -0.6480, -0.6632, -0.6121, -0.6119, -0.4273, -0.4402, 0.2279, 0.2140, 0.2310, 0.2256, 0.2245, 0.2264, 0.2110, 0.2148, 0.2049, 0.2111, 0.2050, 0.2145, 0.2031, 0.1644, 0.2031]
}

***

{
  "formula": "C9H15N2S2",
  "method": "the ωB97M-V functional and the def2-TZVPD basis",
  "lumo_ev": -3.70,
  "relative_energy_kcal_mol": 44.3,
  "total_charge": 1,
  "largest_force_ha_per_bohr": 0.0735,
  "multiplicity": 1,
  "symbols": ["C", "C", "C", "C", "C", "C", "C", "C", "C", "N", "N", "S", "S", "H", "H", "H", "H", "H", "H", "H", "H", "H", "H", "H", "H", "H", "H", "H"],
  "positions_angstrom": [[0.208, -0.967, -2.986], [0.479, -2.215, -2.547], [0.092, -0.567, -0.798], [-0.358, -1.031, 2.467], [1.666, 0.037, 1.193], [-1.004, -0.005, 1.452], [0.058, 0.399, 0.357], [-2.418, -0.394, 0.969], [1.232, 2.309, -0.688], [0.011, -0.047, -2.016], [-0.015, 1.749, -0.058], [0.449, -2.200, -0.804], [1.307, -1.535, 1.858], [0.340, -0.627, -3.921], [0.870, -3.022, -3.067], [-0.341, -0.731, 3.450], [-0.933, -1.966, 2.548], [2.570, 0.166, 0.607], [1.462, 0.860, 1.852], [-1.008, 0.819, 2.109], [-3.245, -0.363, 1.805], [-2.230, -1.397, 0.542], [-2.856, 0.346, 0.177], [1.872, 2.941, -0.144], [1.886, 1.499, -1.044], [0.933, 2.835, -1.514], [-0.540, 0.703, -2.381], [-0.486, 2.403, 0.582]],
  "forces_ev_per_a": [[0.966, -2.492, 1.488], [-0.476, 2.009, 1.291], [-0.206, 2.149, 1.066], [-0.321, -2.068, -3.147], [-3.359, 0.882, -1.034], [1.153, -0.211, 0.673], [1.251, -1.665, 1.337], [-0.950, 1.109, -0.106], [-0.605, -2.446, 0.557], [-0.649, -1.567, -0.866], [0.676, 0.777, -0.146], [0.038, -0.612, -0.644], [-0.091, -0.031, 1.157], [-0.003, 0.967, -3.343], [0.280, -1.364, -0.934], [0.408, 1.393, 2.088], [0.065, 0.083, -0.461], [-0.160, -0.269, -0.085], [0.787, 0.261, 0.815], [-0.529, 1.663, 0.327], [1.954, -0.485, -1.427], [-1.074, 0.296, 0.043], [1.088, -1.396, 1.172], [0.381, 0.789, 1.505], [-0.457, 0.128, 0.116], [-0.630, 1.414, -2.209], [0.002, 1.456, 1.142], [0.462, -0.769, -0.376]],
  "nbo_charge": [-0.0137, -0.4171, 0.0591, -0.5067, -0.5647, -0.2563, 0.1596, -0.6282, -0.4150, -0.4938, -0.6762, 0.6252, 0.2956, 0.2294, 0.2643, 0.2326, 0.2368, 0.2507, 0.2226, 0.2197, 0.2562, 0.2112, 0.2298, 0.2138, 0.1944, 0.2038, 0.4593, 0.4074]
}

***

{
  "formula": "C9H15NO2",
  "method": "the ωB97M-V functional and the def2-TZVPD basis",
  "lumo_ev": 0.81,
  "relative_energy_kcal_mol": 155.7,
  "total_charge": 0,
  "largest_force_ha_per_bohr": 0.1132,
  "multiplicity": 1,
  "symbols": ["C", "C", "C", "C", "C", "C", "C", "C", "C", "H", "H", "H", "H", "H", "H", "H", "H", "H", "H", "H", "H", "H", "H", "H", "N", "O", "O"],
  "positions_angstrom": [[2.800, -0.791, 0.032], [1.846, 1.084, -0.412], [0.770, 0.102, -0.060], [-0.050, -0.426, -1.378], [-2.091, 0.553, -0.697], [-1.329, 1.421, 0.332], [-0.209, 0.572, 1.076], [-0.944, -0.566, 1.543], [-1.414, -1.456, 0.378], [3.412, -1.647, 0.703], [2.991, -0.706, -1.419], [1.666, 2.095, -0.567], [2.212, 0.327, -1.279], [0.507, -1.456, -1.683], [-0.170, 0.316, -2.191], [-3.117, 0.395, -0.187], [-2.033, 1.198, -1.591], [-0.761, 2.396, -0.162], [-2.048, 1.908, 1.093], [0.374, 1.185, 1.870], [-0.286, -1.215, 2.143], [-1.811, -0.029, 2.069], [-2.411, -1.602, 0.631], [-1.034, -2.382, 0.137], [-1.372, -0.841, -0.997], [2.954, 0.598, 0.368], [1.550, -1.032, 0.246]],
  "forces_ev_per_a": [[4.546, -0.191, -0.353], [1.841, -5.261, -1.686], [-2.285, 1.024, -1.382], [1.414, -1.815, 1.107], [0.033, -0.606, 0.412], [2.331, 2.964, 0.650], [1.606, 2.392, -2.223], [-0.581, -1.728, 1.752], [-0.306, 2.223, -1.527], [-0.946, 2.787, -2.163], [0.233, -1.058, 3.510], [0.128, 1.643, 0.093], [-1.101, 3.539, -1.089], [-0.889, 2.729, 0.217], [0.567, -0.490, 0.273], [1.363, -0.085, -1.701], [-1.022, -0.874, -0.020], [-1.506, -2.390, 0.882], [1.135, -0.921, -1.044], [-1.067, -1.032, -1.229], [-0.655, 0.355, 0.591], [0.830, -1.908, -0.010], [-2.113, -0.651, -0.208], [1.681, -2.242, 0.828], [-2.775, 3.702, 2.116], [0.772, -0.237, 0.463], [-3.233, -1.868, 1.742]],
  "nbo_charge": [0.2734, -0.1503, 0.2373, -0.2566, -0.2804, -0.4239, -0.2389, -0.4463, -0.2511, 0.2226, 0.0780, 0.2210, 0.1628, 0.2202, 0.2079, 0.2111, 0.2115, 0.1937, 0.2223, 0.2301, 0.2346, 0.2062, 0.1986, 0.2119, -0.4052, -0.5323, -0.5582]
}

***

{
  "formula": "C9H15NO3",
  "method": "the ωB97M-V functional and the def2-TZVPD basis",
  "lumo_ev": 0.40,
  "relative_energy_kcal_mol": 244.0,
  "smiles": "CC(C)CN1C[C@@H](C(=O)O)CC1=O",
  "total_charge": 0,
  "largest_force_ha_per_bohr": 0.3448,
  "multiplicity": 1,
  "symbols": ["C", "C", "C", "C", "N", "C", "C", "C", "O", "O", "C", "C", "O", "H", "H", "H", "H", "H", "H", "H", "H", "H", "H", "H", "H", "H", "H", "H"],
  "positions_angstrom": [[0.952, 2.168, -2.285], [0.745, 0.945, -2.579], [1.910, 0.431, -3.746], [1.118, -0.066, -1.351], [0.213, 0.041, -0.467], [-1.147, -0.306, -0.411], [-1.536, -0.024, 1.239], [-1.383, -1.412, 1.867], [-2.302, -1.836, 2.790], [-0.400, -2.277, 1.357], [-0.624, 0.789, 1.705], [0.548, 0.799, 0.669], [1.680, 1.369, 1.178], [0.635, 2.771, -3.112], [1.770, 2.368, -1.905], [0.143, 2.524, -1.528], [-0.281, 0.378, -3.072], [3.051, 0.642, -3.411], [1.503, 0.985, -4.727], [1.693, -0.643, -4.075], [1.027, -1.204, -1.595], [2.185, 0.286, -0.932], [-1.578, 0.406, -1.011], [-1.524, -1.203, -0.927], [-2.492, 0.119, 1.104], [-0.456, -2.928, 1.857], [-1.092, 1.987, 1.655], [-0.220, 0.647, 2.755]],
  "forces_ev_per_a": [[-9.723, 9.198, 0.366], [0.773, -17.001, -4.974], [-1.778, 0.990, -0.874], [5.459, -1.364, -6.883], [-2.147, 3.599, 10.890], [-0.753, -0.360, 1.440], [-0.609, -9.889, -5.582], [-5.196, -3.569, 3.757], [6.149, 2.285, -5.467], [-1.299, 11.624, -5.618], [5.375, 9.792, 2.265], [3.966, 1.666, 4.634], [-5.277, -3.153, -4.418], [0.584, 1.020, -0.696], [8.145, 2.142, 3.310], [1.182, -0.326, -0.492], [2.385, 2.509, 1.368], [-2.864, -0.435, -1.015], [1.728, -0.651, 1.996], [0.730, 1.188, 1.032], [1.232, 1.734, -0.791], [-2.257, -1.128, -0.816], [-2.071, 2.187, -1.016], [0.899, -0.533, 0.909], [-5.138, 1.381, 0.527], [-0.585, -10.003, 7.230], [1.572, -3.126, 0.338], [-0.481, 0.223, -1.420]],
  "nbo_charge": [-0.6538, -0.1429, -0.6509, -0.2066, -0.4594, -0.1965, -0.3100, 0.7784, -0.6070, -0.6371, -0.4887, 0.6746, -0.6550, 0.2265, 0.2212, 0.1921, 0.1991, 0.2230, 0.2064, 0.2120, 0.1952, 0.2458, 0.1848, 0.2251, 0.2418, 0.4698, 0.2357, 0.2763]
}